Molecular formula: C33H27ClEuN8O5S3
Method: DFT, ωB97M-V/def2-TZVPD

ORCA input file:
```
! RIJCOSX wB97M-V def2-TZVPD def2/J DEFGRID3
* xyz -2 8
Eu -0.71960 -0.89803 -0.13207
O -2.37608 -2.38651 -1.98707
Cl -2.12515 -3.09722 -0.79759
O -2.74434 -4.36662 -0.81858
O -2.58714 -2.34815 0.32786
O -0.70531 -3.26288 -0.64119
C 2.82768 2.48617 0.61563
C 2.14708 3.41060 1.39469
C 0.99476 3.01728 2.04076
C 0.52963 1.70181 1.90120
N 1.17484 0.82404 1.11086
C 2.29032 1.21523 0.50588
C -0.67102 1.22006 2.60048
C -1.04088 1.81666 3.81177
C -2.18156 1.41381 4.47297
C -2.95399 0.40491 3.91996
C -2.56720 -0.20299 2.73678
C -1.41498 0.16157 2.00681
H 3.74281 2.74433 0.10449
H 2.51431 4.42299 1.49193
H 0.44289 3.72774 2.63867
H 2.78734 0.46034 -0.09295
H -0.41813 2.57649 4.26739
H -2.46156 1.87598 5.41253
H -3.85860 0.08585 4.42272
H -3.19872 -0.99946 2.34999
N 0.88940 -0.80881 -1.95039
C 1.88687 -0.68371 -2.53763
C 3.14669 -0.66843 -3.08040
C 4.02373 -1.53189 -2.43921
N 4.69244 -2.26056 -1.83567
C 3.59385 0.13919 -4.12046
N 4.03281 0.78211 -4.97089
C 3.98225 -2.64085 4.30965
C 4.67200 -2.99390 2.99355
C 4.93060 -1.73560 2.16402
C 3.81974 -4.00844 2.19956
N 2.66948 -3.35987 1.65218
C 2.56600 -2.69851 0.48590
N 1.42612 -2.05188 0.49134
N 0.83838 -2.33590 1.65304
N 1.56719 -3.10692 2.34811
H 4.53563 -1.86393 4.83147
H 3.91548 -3.50946 4.96162
H 2.97346 -2.27646 4.12513
H 5.62900 -3.48177 3.20786
H 4.02011 -1.14743 2.06218
H 5.29512 -1.98561 1.17031
H 5.67351 -1.10746 2.64930
H 3.48340 -4.81314 2.85681
H 4.39649 -4.41736 1.36886
H 3.29355 -2.70625 -0.30497
O -1.68745 0.31117 -1.49628
C -2.56420 1.11418 -2.16964
C -2.47943 0.85638 -3.66216
C -1.82902 -0.17302 -4.26228
C -1.87365 -0.10801 -5.67324
C -2.55103 0.97318 -6.12832
S -3.14982 1.94441 -4.83385
C -3.97351 0.88551 -1.66333
C -5.10649 0.48482 -2.29841
C -6.19825 0.30939 -1.41742
C -5.87464 0.58993 -0.13022
S -4.22156 1.04093 0.04102
C -2.13383 2.54023 -1.90104
C -2.71880 3.76142 -1.99538
C -1.85222 4.79831 -1.57896
C -0.63410 4.33319 -1.20071
S -0.51793 2.61304 -1.30970
H -1.35568 -0.95897 -3.69979
H -1.41058 -0.83796 -6.31181
H -2.74743 1.26276 -7.14118
H -5.17230 0.32895 -3.36032
H -7.17500 -0.01084 -1.73641
H -6.50643 0.56579 0.73435
H -3.72581 3.90917 -2.33967
H -2.13226 5.83730 -1.55944
H 0.21071 4.89758 -0.86101
*
```

⟨S²⟩: 15.759
Frontier orbital gap (alpha / beta) in eV: 3.9 / 6.2
HOMO level (alpha / beta) in hartree: 0.01041 / -0.07348

---

Molecular formula: C3H9N2O
Method: DFT, ωB97M-V/def2-TZVPD

ORCA input file:
```
! RIJCOSX wB97M-V def2-TZVPD def2/J DEFGRID3
* xyz -1 1
C -0.16790 1.41736 1.37247
N 0.27608 -1.29473 0.24466
C -0.21426 -0.95022 1.47017
N -0.37713 0.16324 2.09640
H 0.84848 1.54612 0.99142
H -0.41676 2.20517 2.09057
H -0.81075 1.46572 0.49359
H 0.40827 -0.51977 -0.59539
H 0.05825 -2.24969 0.02507
H -0.50337 -1.82700 2.06459
C -0.07801 0.12645 -2.79499
O 0.57154 0.43425 -1.62178
H 0.53951 -0.47499 -3.49190
H -1.03561 -0.40186 -2.59096
H -0.38033 1.04019 -3.35079
*
```

Frontier orbital gap in eV: 7.7
Energy relative to the best compared isomer or geometry (same formula, charge and spin) in eV: 0.6712
HOMO level in hartree: -0.12472

---

Molecular formula: C4H7NO
Method: DFT, ωB97M-V/def2-TZVPD

ORCA input file:
```
! RIJCOSX wB97M-V def2-TZVPD def2/J DEFGRID3
* xyz 0 1
C -1.02180 -0.80945 -0.98134
C 0.06031 -1.41222 -0.12338
C 1.16969 1.00934 -0.16146
N 0.44353 1.23592 1.06419
C -0.12794 0.26357 1.61820
O -0.02233 -1.04233 1.16639
H -1.70910 -1.66677 -1.04584
H -1.58401 0.06386 -0.62126
H -0.66464 -0.64506 -2.00477
H 1.26619 -0.06163 -0.44272
H 2.19037 1.38206 -0.05836
H 0.67228 1.52376 -0.99041
H -0.61795 0.32716 2.58808
*
```

Frontier orbital gap in eV: 9.2
Energy relative to the best compared isomer or geometry (same formula, charge and spin) in eV: 4.5393
HOMO level in hartree: -0.31537

---

Molecular formula: C4H3NO2
Method: DFT, ωB97M-V/def2-TZVPD

ORCA input file:
```
! RIJCOSX wB97M-V def2-TZVPD def2/J DEFGRID3
* xyz 0 1
C 0.76988 -1.72872 0.20529
C 0.80154 -3.01457 0.19484
C 1.51490 0.79860 0.13334
C 0.77699 -0.45505 0.04465
N -1.43728 0.24562 -0.48767
O 2.77793 0.71052 -0.30677
O 1.05168 1.80234 0.58837
H -1.26572 1.20950 -0.22066
H -1.88762 -0.24035 0.27790
H 3.02491 -0.17102 -0.61800
*
```

Frontier orbital gap (alpha / beta) in eV: 8.2 / 6.8
Energy relative to the best compared isomer or geometry (same formula, charge and spin) in eV: 8.2176
HOMO level (alpha / beta) in hartree: -0.39288 / -0.35270

---

Molecular formula: C4H10NO3
Method: DFT, ωB97M-V/def2-TZVPD

ORCA input file:
```
! RIJCOSX wB97M-V def2-TZVPD def2/J DEFGRID3
* xyz -1 1
C -1.67896 0.74027 -0.13175
C -0.36787 1.06971 0.54772
C -0.27298 1.66150 2.05434
N 0.52234 -0.01954 0.52974
C 0.72290 -0.75462 -0.77284
O 1.59454 -1.62715 -0.56857
O 0.22749 -0.37431 -1.84927
H -1.30811 0.79307 -1.23779
H -1.78940 -0.38026 -0.06478
H -2.47029 1.35886 0.13480
H -0.01622 1.97320 -0.17626
H 0.29072 1.03402 2.66643
H -1.36123 1.72363 2.28174
H 0.08807 2.70735 2.13907
H 0.86281 -0.41547 1.35398
H 2.35209 -3.41251 -2.20012
H 1.07849 -2.65306 -2.06163
O 1.52562 -3.42468 -2.64482
*
```

Frontier orbital gap in eV: 8.3
Energy relative to the best compared isomer or geometry (same formula, charge and spin) in eV: 1.9285
HOMO level in hartree: -0.16710

---

Molecular formula: C11H11OP
Method: DFT, ωB97M-V/def2-TZVPD

ORCA input file:
```
! RIJCOSX wB97M-V def2-TZVPD def2/J DEFGRID3
* xyz 0 1
C 2.92530 0.16996 -0.48027
C 2.46507 0.92550 -1.59391
C 2.00099 -0.26909 0.51574
C 1.14837 1.23496 -1.78034
C 0.68212 -0.03024 0.28697
C 0.22433 0.74490 -0.88977
C -0.62089 -0.34609 0.98336
C -0.82184 0.12634 2.35329
C -1.64536 -1.12645 -2.28694
C -2.36048 -0.56945 -1.36422
C -0.95492 -0.65182 3.43891
O -2.47360 1.69201 0.16903
P -1.52893 0.65419 -0.31559
H 3.92797 0.24434 -0.26832
H 3.16098 1.12888 -2.41754
H 2.36787 -0.86108 1.43051
H 0.90190 1.93931 -2.62495
H -0.86447 -1.44947 0.91162
H -0.53199 1.22720 2.54488
H -2.16676 -1.83018 -2.89280
H -0.55732 -0.78370 -2.37106
H -3.39421 -0.42243 -1.08473
H -1.08674 -0.06965 4.32381
H -0.79739 -1.67794 3.41230
*
```

Frontier orbital gap in eV: 9.5
Energy relative to the best compared isomer or geometry (same formula, charge and spin) in eV: 1.1169
HOMO level in hartree: -0.33715

---

Molecular formula: C9H8FN2O2
Method: DFT, ωB97M-V/def2-TZVPD

ORCA input file:
```
! RIJCOSX wB97M-V def2-TZVPD def2/J DEFGRID3
* xyz 1 1
C 3.74914 -0.03620 0.18650
C 2.27158 -0.17437 0.06840
C 1.59915 1.09496 0.07351
C 0.24205 1.20182 -0.09146
C -0.45731 -0.04853 -0.24049
C -1.96659 -0.01654 -0.13588
C -2.77573 1.10248 -0.04323
F -2.42531 2.34179 -0.16076
N -4.00692 0.62667 0.24234
O -4.00898 -0.72958 0.16399
N -2.66663 -1.09998 -0.02704
O -2.40970 -2.24903 -0.10219
C 0.16342 -1.27959 -0.28289
C 1.54982 -1.34433 -0.13284
H 4.27281 0.10479 -0.70899
H 4.05405 0.75792 0.83680
H 4.24479 -0.93130 0.74699
H 2.15780 1.97594 0.27630
H -0.33442 2.05987 -0.26885
H -4.88420 1.14266 0.38668
H -0.41667 -2.14059 -0.52244
H 2.04787 -2.35885 -0.26443
*
```

SMILES: Cc1ccc(-c2c(F)[nH]o[n+]2=O)cc1
Frontier orbital gap in eV: 7.1
Energy relative to the best compared isomer or geometry (same formula, charge and spin) in eV: 0.7111
HOMO level in hartree: -0.46162

---

Molecular formula: C6H6O
Method: DFT, ωB97M-V/def2-TZVPD

ORCA input file:
```
! RIJCOSX wB97M-V def2-TZVPD def2/J DEFGRID3
* xyz 0 1
O -0.87653 -0.61087 2.32944
C -0.56731 -1.13233 1.06907
C -0.69744 -0.00354 0.04000
C 0.24939 1.14454 0.45841
C 1.01271 1.28752 -0.62671
C 0.00558 -0.13265 -1.23266
C 0.68793 0.28029 -2.17744
H -0.39409 0.23668 2.37056
H 0.45613 -1.53851 1.02349
H -1.26977 -1.94570 0.86181
H -1.73957 0.29669 -0.09725
H 1.95964 1.73847 -0.89331
H 1.17333 0.37941 -3.12542
*
```

Frontier orbital gap in eV: 8.4
Energy relative to the best compared isomer or geometry (same formula, charge and spin) in eV: 7.3548
HOMO level in hartree: -0.29694

---

Molecular formula: C4H8O3
Method: DFT, ωB97M-V/def2-TZVPD

ORCA input file:
```
! RIJCOSX wB97M-V def2-TZVPD def2/J DEFGRID3
* xyz 0 1
C -0.01121 -0.03343 -2.08233
C -0.48356 0.17088 -0.65907
O -0.49752 -1.48541 -0.13189
C 0.63061 0.72688 0.15294
O 0.22043 1.31404 1.44868
C -0.16648 0.50542 2.39573
O -0.24308 -0.71285 2.34758
H 0.99914 -0.46411 -2.21002
H -0.02116 0.94857 -2.57304
H -0.71224 -0.66125 -2.64353
H -1.45012 -1.64162 -0.21364
H -0.34294 -1.38306 0.85165
H 1.02331 1.60049 -0.37314
H 1.47328 0.05346 0.38169
H -0.41846 1.06199 3.30840
*
```

Frontier orbital gap in eV: 8.4
Energy relative to the best compared isomer or geometry (same formula, charge and spin) in eV: 3.9681
HOMO level in hartree: -0.27718

---

Molecular formula: C3H3NS
Method: DFT, ωB97M-V/def2-TZVPD

ORCA input file:
```
! RIJCOSX wB97M-V def2-TZVPD def2/J DEFGRID3
* xyz 0 1
C 1.06374 -0.84086 0.35215
C 2.13060 -0.23645 0.12199
S 3.36345 0.54297 -0.33352
H 0.55666 -0.70944 1.29574
H 0.28273 -1.27226 -0.25360
C -0.53803 1.52967 -0.54330
N -1.01172 0.87584 0.26269
H 0.03689 2.24887 -1.12866
*
```

SMILES: C=C=S.C#N
Frontier orbital gap in eV: 8.6
Energy relative to the best compared isomer or geometry (same formula, charge and spin) in eV: 1.7376
HOMO level in hartree: -0.31462

---

Molecular formula: C4H7NO2
Method: DFT, ωB97M-V/def2-TZVPD

ORCA input file:
```
! RIJCOSX wB97M-V def2-TZVPD def2/J DEFGRID3
* xyz 0 1
O 1.24987 0.84396 -1.08451
C 0.28947 -0.18453 -0.93730
C -1.07264 0.44115 -0.61982
N -0.98377 1.00623 0.73587
C -0.11743 0.55988 1.54964
O 0.74465 -0.46903 1.42668
C 0.56326 -1.18285 0.21710
H 1.01431 1.55599 -0.46746
H 0.38438 -0.85689 -1.78498
H -1.87059 -0.30568 -0.68191
H -1.37971 1.26815 -1.27979
H 0.03594 1.02770 2.51638
H -0.30300 -1.85976 0.32887
H 1.44134 -1.82548 0.08516
*
```

SMILES: O[C@@H]1CN=COC1
Frontier orbital gap in eV: 10.7
Energy relative to the best compared isomer or geometry (same formula, charge and spin) in eV: 1.6806
HOMO level in hartree: -0.36293

---

Molecular formula: C6H6
Method: DFT, ωB97M-V/def2-TZVPD

ORCA input file:
```
! RIJCOSX wB97M-V def2-TZVPD def2/J DEFGRID3
* xyz 0 1
C 3.94249 -0.08380 -0.38438
C 2.72907 -0.28744 -0.48125
C 1.38185 -0.43688 -0.38295
C 0.20064 -0.52402 -0.15285
C -1.23225 -0.61760 0.04895
C -1.90916 0.75333 0.12522
H 3.96443 0.31645 0.63180
H -1.62303 -1.19663 -0.79570
H -1.42696 -1.20455 0.95337
H -2.99460 0.63255 0.08862
H -1.64651 1.26814 1.05399
H -1.59924 1.38552 -0.71204
*
```

SMILES: C#CC#CCC
Frontier orbital gap in eV: 9.5
Energy relative to the best compared isomer or geometry (same formula, charge and spin) in eV: 4.8949
HOMO level in hartree: -0.34551

---

Molecular formula: C51H67N3O6S3Si2Sr
Method: DFT, ωB97M-V/def2-TZVPD

ORCA input file:
```
! RIJCOSX wB97M-V def2-TZVPD def2/J DEFGRID3
* xyz -2 1
Sr -0.22318 -0.16434 0.26417
C 1.44928 3.71876 2.91285
C 0.82272 2.38891 2.57215
N 1.05487 1.81408 1.44684
N 2.10571 2.41982 0.72743
C 2.00696 2.38173 -0.56139
S 0.73941 1.94611 -1.61585
S 3.50208 2.89130 -1.42305
C 4.79499 2.61648 -0.20315
C 5.39102 3.86459 0.39474
C 4.57418 4.78801 1.04942
C 5.11427 5.92609 1.62737
C 6.48357 6.16985 1.55413
C 7.30345 5.26288 0.89871
C 6.75723 4.11812 0.32484
C -0.03866 1.76213 3.60454
C 0.20434 2.09378 4.94385
C -0.50453 1.54520 6.00095
C -1.52654 0.64180 5.70774
C -1.81056 0.29772 4.40535
C -1.08135 0.83035 3.30246
O -1.37499 0.48091 2.10362
H 1.68724 4.25921 2.00260
H 2.37756 3.59797 3.48091
H 0.75836 4.30464 3.51899
H 5.57793 2.01733 -0.66912
H 4.33713 2.02242 0.59155
H 3.50772 4.58398 1.09081
H 4.46340 6.62908 2.13704
H 6.90366 7.06407 2.00116
H 8.37083 5.44439 0.83094
H 7.40119 3.40962 -0.18818
H 0.99813 2.79434 5.16887
H -0.27269 1.81862 7.02352
H -2.10642 0.19620 6.50953
H -2.60965 -0.39916 4.17769
C 0.79545 -0.34238 -4.88182
C 0.92369 -1.82341 -4.54174
C -0.39522 -2.55356 -4.76302
C 2.02386 -2.47180 -5.37971
O 1.22980 -1.89312 -3.14504
Si 2.01401 -2.99768 -2.21878
S 1.61420 -2.62932 -0.25729
O 3.62975 -3.05744 -2.65621
C 4.69492 -2.18853 -2.23419
C 5.76524 -2.32739 -3.30915
C 5.24445 -2.65818 -0.89182
C 4.21763 -0.74125 -2.14584
O 1.46383 -4.44376 -2.83535
C 2.00746 -5.75940 -2.70732
C 0.83004 -6.71371 -2.86332
C 2.67462 -5.96443 -1.34823
C 3.01174 -5.99020 -3.83355
H 0.46823 -0.18917 -5.91698
H 1.75365 0.16235 -4.73133
H 0.07364 0.12827 -4.20845
H -0.64083 -2.58460 -5.83074
H -1.20423 -2.04919 -4.23557
H -0.31784 -3.57762 -4.38428
H 1.80125 -2.33756 -6.44288
H 2.09696 -3.54492 -5.17051
H 2.99415 -2.01455 -5.16553
H 6.01703 -3.38495 -3.43982
H 6.67396 -1.78176 -3.03478
H 5.39687 -1.93637 -4.26413
H 5.62676 -3.68137 -0.97607
H 4.46030 -2.64017 -0.13337
H 6.06944 -2.00828 -0.57489
H 3.72129 -0.43466 -3.06984
H 5.05975 -0.06269 -1.97634
H 3.50238 -0.60779 -1.33073
H 0.13686 -6.60314 -2.02625
H 1.16538 -7.75521 -2.90572
H 0.29390 -6.47742 -3.78667
H 1.98105 -5.71580 -0.54221
H 3.55028 -5.31442 -1.24837
H 2.99997 -7.00457 -1.23632
H 2.51340 -5.90710 -4.80437
H 3.45237 -6.99123 -3.75622
H 3.80625 -5.24439 -3.78522
C -4.36620 0.39394 2.30022
Si -4.06613 1.71575 0.98965
C -5.81907 2.27831 0.50703
C -3.26806 3.23548 1.76455
N -3.17216 1.05723 -0.28286
C -3.28622 1.30994 -1.58307
C -3.96236 2.39727 -2.21378
C -4.04584 2.52431 -3.59219
C -3.46392 1.60360 -4.45987
C -2.76744 0.53246 -3.89317
C -2.68668 0.41791 -2.52855
O -1.95676 -0.64103 -1.97979
C -2.60452 -1.81426 -1.71729
C -1.81163 -2.94465 -1.56830
C -2.41047 -4.17420 -1.32775
C -3.79037 -4.27750 -1.21709
C -4.56818 -3.13196 -1.36116
C -3.98980 -1.89720 -1.61796
H -5.30127 -0.13601 2.07390
H -4.43382 0.80488 3.31629
H -3.53962 -0.32177 2.26783
H -6.44074 2.28207 1.41312
H -6.27249 1.59106 -0.21987
H -5.84717 3.28706 0.07518
H -3.93313 3.69888 2.50685
H -3.06583 3.97074 0.97446
H -2.31831 2.99931 2.24988
H -4.42237 3.16192 -1.58928
H -4.57624 3.38175 -3.99743
H -3.52927 1.71692 -5.53595
H -2.28370 -0.22019 -4.50746
H -0.73452 -2.86253 -1.66827
H -1.77524 -5.04790 -1.23464
H -4.26013 -5.23569 -1.02500
H -5.64683 -3.19463 -1.26883
H -4.58245 -0.99752 -1.72266
C -1.85495 -3.44624 2.23260
C -0.67853 -2.76052 2.86005
O -0.09240 -1.88618 2.26733
C -0.20617 -3.13943 4.23130
C 0.53749 -2.20996 4.95453
C 0.99418 -2.53364 6.22328
C 0.72787 -3.78611 6.76297
C -0.00664 -4.71704 6.04092
C -0.48445 -4.38632 4.77873
H -2.40345 -2.72820 1.62207
H -2.52776 -3.90062 2.95614
H -1.47564 -4.21657 1.55479
H 0.72881 -1.23515 4.52202
H 1.55379 -1.79936 6.79072
H 1.09327 -4.03552 7.75285
H -0.21161 -5.69526 6.45958
H -1.06295 -5.10646 4.21087
*
```

Frontier orbital gap in eV: 5.6
Energy relative to the best compared isomer or geometry (same formula, charge and spin) in eV: 0.5296
HOMO level in hartree: -0.06133